# C18H28AsN5Pd

C18H28AsN5Pd as an isolated structure (ωB97M-V/def2-TZVPD, the Open Molecules 2025 dataset).

Values from the calculation:
Energy relative to the best compared isomer or geometry (same formula, charge and spin) (eV): 0.0000
Gap between HOMO and LUMO (eV): 4.39
Total charge: -2
E_HOMO (eV): 0.90

Structure (XYZ):
```
53
C18H28AsN5Pd | the Open Molecules 2025 dataset | ωB97M-V/def2-TZVPD
Pd -0.824 -0.666 0.342
N -2.246 2.338 1.584
C -2.768 2.367 0.347
C -3.100 3.678 0.082
C -2.725 4.367 1.253
N -2.200 3.552 2.154
H -1.954 1.465 2.042
H -2.796 1.462 -0.241
H -3.515 4.080 -0.826
H -2.794 5.423 1.464
C 3.886 2.041 2.880
As 2.647 0.638 2.216
C 2.570 1.269 0.368
C 1.019 1.483 2.870
H 3.545 3.032 2.572
H 4.885 1.866 2.475
H 3.943 2.006 3.970
H 2.356 2.340 0.334
H 1.765 0.738 -0.167
H 3.523 1.064 -0.123
H 0.927 2.512 2.523
H 0.997 1.455 3.961
H 0.177 0.903 2.494
C -1.374 -3.974 1.696
N -1.872 -2.754 2.290
C -3.193 -2.362 2.069
C -3.235 -1.024 1.983
N -1.955 -0.461 2.110
C -1.088 -1.551 2.131
H -2.043 -4.803 1.941
H -0.384 -4.198 2.096
H -1.282 -3.883 0.607
H -3.985 -3.091 1.997
H -4.108 -0.400 1.860
H -0.195 -1.530 2.758
C 1.381 -3.083 -1.521
C 1.288 -2.125 -2.669
C 1.792 -2.455 -3.911
C 1.718 -1.604 -5.021
C 1.094 -0.363 -4.826
C 0.574 0.025 -3.614
C -0.087 1.359 -3.431
C 0.645 -0.836 -2.436
N 0.198 -0.437 -1.278
H 1.898 -3.996 -1.837
H 0.387 -3.340 -1.138
H 1.894 -2.648 -0.658
H 2.269 -3.428 -4.029
H 2.124 -1.891 -5.984
H 1.013 0.327 -5.667
H -0.121 1.909 -4.378
H 0.431 1.964 -2.680
H -1.102 1.243 -3.035
```

=====

# C18H28BaO14V2

C18H28BaO14V2 as an isolated structure (ωB97M-V/def2-TZVPD, the Open Molecules 2025 dataset).

Values from the calculation:
Energy relative to the best compared isomer or geometry (same formula, charge and spin) (eV): 0.0000
2S+1: 9
Gap between HOMO and LUMO (spin up / spin down) (eV): 4.49 / 3.35
Total charge: +4
E_HOMO (spin up / spin down) (eV): -17.91 / -17.88

Structure (XYZ):
```
63
C18H28BaO14V2 | the Open Molecules 2025 dataset | ωB97M-V/def2-TZVPD
Ba 4.201 5.377 -19.411
V 1.779 12.529 -14.232
V 6.569 9.280 -18.854
C 3.178 11.319 -18.047
C 2.278 11.504 -16.965
C 1.682 10.288 -16.234
O 1.205 10.600 -15.163
C 1.929 8.943 -16.735
C 2.699 8.827 -17.888
C 3.394 10.025 -18.516
O 4.431 9.919 -19.265
O 2.838 7.631 -18.302
O 2.187 12.547 -16.303
H 3.811 12.127 -18.384
H 1.480 8.132 -16.180
C 4.871 10.561 -15.122
C 4.748 11.851 -14.627
C 5.506 13.037 -15.239
O 5.262 14.202 -14.912
C 6.181 12.851 -16.455
C 6.238 11.533 -17.041
C 5.676 10.329 -16.256
O 5.885 9.238 -16.834
O 6.721 11.285 -18.152
O 3.873 12.042 -13.736
H 4.348 9.701 -14.735
H 6.522 13.747 -16.962
C 1.940 15.855 -14.537
O 2.584 14.551 -14.443
H 1.070 15.907 -13.885
H 2.679 16.629 -14.347
H 1.554 16.053 -15.542
H 3.528 14.769 -14.433
C 3.895 12.807 -21.478
O 3.489 13.990 -22.091
H 3.092 12.088 -21.654
H 4.890 12.454 -21.763
H 3.926 12.938 -20.377
H 4.195 14.615 -22.278
C 1.472 10.305 -11.664
O 0.908 11.222 -12.632
H 2.079 10.785 -10.896
H 0.720 9.613 -11.304
H 2.244 9.742 -12.205
H -0.013 11.352 -12.362
C -1.877 8.697 -16.656
O -2.923 7.878 -16.146
H -1.670 8.329 -17.665
H -2.261 9.717 -16.707
H -0.972 8.564 -16.052
H -2.732 7.609 -15.245
C 1.181 4.682 -17.133
O 2.576 4.403 -17.284
H 0.643 3.994 -16.481
H 1.038 5.644 -16.625
H 0.698 4.727 -18.106
H 2.915 4.063 -16.440
C 3.572 6.960 -14.326
O 3.629 5.533 -14.445
H 2.519 7.248 -14.244
H 4.047 7.246 -13.383
H 4.146 7.341 -15.168
H 3.176 5.139 -13.689
```

=====

# C18H28Cl2N6ScSe

C18H28Cl2N6ScSe as an isolated structure (ωB97M-V/def2-TZVPD, the Open Molecules 2025 dataset).

Values from the calculation:
Energy relative to the best compared isomer or geometry (same formula, charge and spin) (eV): 0.9729
Gap between HOMO and LUMO (eV): 5.56
Total charge: +3
E_HOMO (eV): -15.38

Structure (XYZ):
```
56
C18H28Cl2N6ScSe | the Open Molecules 2025 dataset | ωB97M-V/def2-TZVPD
Sc -1.505 -0.293 0.401
N -2.914 -2.072 0.610
C -2.244 -3.380 0.950
C -1.347 -3.856 -0.177
C -0.075 -3.055 -0.378
N -0.318 -1.648 -0.853
H -3.625 -1.887 1.319
H -3.453 -2.235 -0.242
H -3.014 -4.123 1.158
H -1.674 -3.235 1.870
H -1.917 -3.925 -1.111
H -1.052 -4.882 0.050
H 0.566 -3.553 -1.104
H 0.497 -2.982 0.549
H -0.663 -1.692 -1.814
H 0.630 -1.212 -0.916
N -0.331 1.549 -0.180
C -1.237 2.678 -0.327
C -0.845 3.986 -0.267
C -1.788 5.019 -0.453
C -3.096 4.725 -0.718
C -3.527 3.377 -0.775
C -4.855 3.003 -1.063
C -5.202 1.673 -1.099
C -4.232 0.721 -0.808
N -2.960 1.019 -0.527
C -2.588 2.350 -0.547
H 0.182 1.382 -1.053
H 0.432 1.768 0.469
H 0.196 4.236 -0.101
H -1.459 6.048 -0.404
H -3.815 5.515 -0.888
H -5.595 3.770 -1.257
H -6.209 1.356 -1.330
H -4.505 -0.327 -0.802
C 4.844 -1.052 2.096
N 5.107 -0.874 0.674
C 6.330 -1.072 0.066
C 6.172 -0.787 -1.243
N 4.855 -0.414 -1.420
C 4.269 -0.015 -2.693
C 4.212 -0.478 -0.244
Se 2.422 -0.047 0.077
H 5.789 -1.241 2.596
H 4.178 -1.898 2.250
H 4.396 -0.148 2.502
H 7.195 -1.391 0.619
H 6.871 -0.808 -2.059
H 5.074 0.154 -3.402
H 3.706 0.906 -2.562
H 3.616 -0.800 -3.070
Cl -2.393 0.778 2.748
C -1.091 0.018 3.712
Cl 0.106 -0.657 2.560
H -1.513 -0.779 4.312
H -0.602 0.788 4.300
```

=====

# C18H28CuNO5P2

C18H28CuNO5P2 as an isolated structure (ωB97M-V/def2-TZVPD, the Open Molecules 2025 dataset).

Values from the calculation:
Energy relative to the best compared isomer or geometry (same formula, charge and spin) (eV): 2.0769
2S+1: 2
Gap between HOMO and LUMO (spin up / spin down) (eV): 7.12 / 5.01
Total charge: +1
E_HOMO (spin up / spin down) (eV): -10.33 / -10.32

Structure (XYZ):
```
55
C18H28CuNO5P2 | the Open Molecules 2025 dataset | ωB97M-V/def2-TZVPD
Cu 0.301 -0.335 0.122
P 1.077 -0.154 2.093
C 2.829 0.120 1.636
C 3.138 0.048 0.158
N 2.059 0.112 -0.629
C 2.209 0.431 -1.916
C 3.479 0.312 -2.485
C 4.595 0.016 -1.683
C 4.424 -0.056 -0.326
C 0.989 0.830 -2.683
P -0.184 1.971 -1.808
H 5.193 -0.298 0.380
H 3.577 0.511 -3.557
H 5.587 -0.035 -2.113
H 1.302 1.343 -3.603
H 0.420 -0.056 -3.011
H 2.885 1.187 1.894
H 3.569 -0.404 2.322
H 2.070 2.911 1.430
O 3.000 2.861 1.517
H 3.356 3.169 2.392
H -0.080 2.517 -0.315
O 0.629 2.837 0.868
H 0.240 3.653 1.184
C 0.390 3.656 -2.161
H 0.646 3.819 -3.216
H -0.417 4.300 -1.786
H 1.220 3.775 -1.448
C -1.811 1.678 -2.526
H -2.580 2.002 -1.812
H -1.920 2.207 -3.482
H -1.985 0.608 -2.705
C 1.005 -1.823 2.640
H 1.638 -2.031 3.499
H -0.047 -1.946 2.897
H 1.212 -2.498 1.808
C 0.640 0.899 3.497
H -0.355 0.528 3.792
H 1.364 0.784 4.321
H 0.559 1.936 3.135
O -1.727 -3.869 -0.182
C -2.987 -3.465 0.009
C -3.950 -4.455 0.167
C -5.267 -4.111 0.338
C -5.660 -2.769 0.335
C -4.706 -1.768 0.219
C -3.360 -2.099 0.047
C -2.340 -0.991 -0.041
O -2.575 0.162 0.139
O -1.115 -1.464 -0.334
H -1.221 -2.995 -0.311
H -3.632 -5.478 0.154
H -6.015 -4.882 0.449
H -6.706 -2.492 0.463
H -4.961 -0.711 0.228
```

=====

# C18H28F3NO22S3

A 7-piece molecular cluster, C18H28F3NO22S3 overall (ωB97M-V/def2-TZVPD, the Open Molecules 2025 dataset).

Values from the calculation:
Gap between HOMO and LUMO (eV): 10.34
E_HOMO (eV): -10.21

Structure (XYZ):
```
75
C18H28F3NO22S3 | the Open Molecules 2025 dataset | ωB97M-V/def2-TZVPD
C -0.770 2.840 -0.601
C -2.234 2.796 -0.642
O -2.826 1.855 -0.055
N -2.864 3.802 -1.224
C -4.309 3.926 -1.108
H -0.485 3.402 0.288
H -0.400 3.375 -1.476
H -0.247 1.915 -0.361
H -2.350 4.566 -1.638
H -4.539 4.844 -0.567
H -4.854 3.141 -0.586
H -4.790 3.938 -2.086
C 3.279 -0.421 -0.774
C 4.448 0.567 -0.632
O 4.155 1.589 -1.568
C 2.928 1.439 -1.970
O 2.293 2.144 -2.713
O 2.342 0.311 -1.451
F 5.589 -0.029 -0.876
H 2.827 -0.672 0.186
H 3.563 -1.345 -1.278
H 4.517 0.901 0.403
C -2.450 1.954 3.364
C -3.846 1.487 3.615
O -4.169 2.187 4.810
C -3.072 2.648 5.449
O -3.031 3.122 6.576
O -2.018 2.536 4.569
F -3.752 0.213 3.967
H -2.416 2.806 2.685
H -1.926 1.139 2.865
H -4.568 1.597 2.806
C 2.421 -5.313 -0.689
C 3.772 -5.851 -0.849
O 4.621 -4.774 -0.684
C 3.971 -3.903 0.143
O 4.477 -2.836 0.535
O 2.696 -4.318 0.276
F 4.068 -6.461 -2.093
H 1.632 -5.939 -0.271
H 2.066 -4.908 -1.636
H 3.951 -6.563 -0.044
C 1.761 4.162 4.775
C 0.684 4.636 3.800
O 0.818 4.000 2.553
S 1.562 2.593 2.746
O 2.871 2.581 2.058
O 0.698 1.488 2.375
O 1.765 2.782 4.407
H 1.362 4.316 5.778
H 2.617 4.819 4.623
H 0.770 5.705 3.607
H -0.352 4.483 4.103
C -0.404 -1.180 0.454
C -0.885 -1.152 -0.981
O -1.824 -2.125 -1.164
S -1.481 -3.444 -0.204
O -0.380 -4.228 -0.872
O -2.654 -4.189 0.245
O -0.900 -2.415 1.014
H -0.739 -0.310 1.019
H 0.653 -1.407 0.599
H -0.116 -1.507 -1.668
H -1.304 -0.199 -1.303
C -1.732 -2.137 -5.221
C -2.166 -3.471 -4.616
O -1.068 -3.670 -3.763
S 0.383 -3.359 -4.508
O 0.839 -4.630 -5.123
O 1.368 -2.706 -3.630
O -0.377 -2.217 -5.486
H -2.077 -1.314 -4.595
H -2.083 -1.979 -6.240
H -2.187 -4.287 -5.339
H -3.124 -3.346 -4.110
```

=====

# C18H28IMnOP2

C18H28IMnOP2 as an isolated structure (ωB97M-V/def2-TZVPD, the Open Molecules 2025 dataset).

Values from the calculation:
2S+1: 5
Gap between HOMO and LUMO (spin up / spin down) (eV): 6.01 / 5.87
Total charge: +2
E_HOMO (spin up / spin down) (eV): -13.94 / -14.02

Structure (XYZ):
```
51
C18H28IMnOP2 | the Open Molecules 2025 dataset | ωB97M-V/def2-TZVPD
C 0.047 0.372 -4.496
I -1.080 -1.334 -3.328
H 1.062 0.498 -4.156
H -0.534 1.250 -4.212
H -0.088 0.080 -5.567
Mn -0.833 -0.176 -1.294
P -0.168 2.106 -1.060
C -1.627 3.152 -1.472
C 0.453 2.972 0.438
H 0.521 4.065 0.302
H 1.159 3.788 -2.216
H 1.450 2.581 0.685
H 2.053 2.233 -2.016
H -2.377 3.082 -0.668
H -0.215 2.754 1.283
C 1.082 2.687 -2.275
H -1.341 4.208 -1.603
H 0.806 2.377 -3.293
H -2.084 2.788 -2.404
P 0.005 -2.415 -0.523
C -1.521 -3.394 -0.845
C 1.269 -3.304 -1.546
H 1.543 -2.549 1.330
H 0.576 -4.060 1.160
H -0.139 -2.575 1.906
C 0.543 -2.961 1.139
H 2.253 -2.833 -1.392
H 1.310 -4.359 -1.219
H -1.254 -4.459 -0.847
H -1.946 -3.152 -1.837
H 1.043 -3.265 -2.623
H -2.303 -3.175 -0.102
C -2.642 0.254 -1.104
O -3.727 -0.106 -1.355
C 2.730 0.182 3.341
C 2.809 0.111 1.956
C 1.652 0.075 1.192
C 0.345 0.116 1.765
C -0.875 0.060 0.992
C -2.081 0.151 1.666
C -2.136 0.225 3.108
C -0.984 0.241 3.849
C 0.285 0.201 3.207
C 1.490 0.222 3.940
H 3.646 0.205 3.917
H 3.788 0.082 1.473
H 1.771 0.006 0.110
H -3.037 0.166 1.141
H -3.114 0.265 3.605
H -1.025 0.285 4.931
H 1.439 0.272 5.017
```

=====

Number 1: F_max 0.4 eV/Å. Number 2: F_max 3.4 eV/Å. Number 3: F_max 0.2 eV/Å. Number 4: F_max 4.8 eV/Å. Number 5: F_max 4.8 eV/Å. Number 6: F_max 9.0 eV/Å.